{
  "formula": "C22H35N7O4S2",
  "method": "wB97M-V/def2-TZVPD",
  "elements": ["O", "C", "O", "C", "O", "C", "C", "C", "S", "C", "S", "N", "C", "C", "O", "C", "C", "H", "H", "H", "H", "H", "H", "H", "H", "H", "H", "H", "H", "H", "H", "H", "H", "H", "C", "C", "N", "H", "H", "H", "C", "C", "N", "H", "H", "H", "C", "C", "N", "H", "H", "H", "C", "C", "N", "H", "H", "H", "C", "C", "N", "H", "H", "H", "C", "C", "N", "H", "H", "H"],
  "xyz": [[1.4606, -1.4012, 3.3323], [0.7729, -0.7263, 3.9502], [1.1476, 0.5299, 4.3910], [0.7892, 1.4550, 3.3654], [1.9294, 1.8843, 2.6709], [-0.0966, 2.5883, 3.8750], [-0.8789, 3.3201, 2.7729], [-2.1481, 2.5682, 2.2605], [-2.3205, 2.8532, 0.4517], [-2.8705, 1.3284, -0.3734], [-4.4171, 1.3176, -0.9110], [-2.0787, 0.1928, -0.6019], [-1.7094, -0.0140, -2.0090], [-0.2494, 0.4823, -2.2983], [0.1199, 1.5433, -1.4359], [0.2834, 0.9776, -0.1503], [-0.9374, 0.0985, 0.2846], [-0.2428, -1.0674, 4.2132], [0.1823, 0.8806, 2.6388], [1.6300, 2.6473, 2.1589], [0.5785, 3.3292, 4.3371], [-0.7452, 2.2593, 4.6939], [-0.2269, 3.5821, 1.9270], [-1.2232, 4.2799, 3.1719], [-2.2026, 1.5186, 2.5580], [-3.0078, 3.0573, 2.7283], [-1.6846, -1.0971, -2.1740], [-2.4400, 0.3684, -2.7119], [-0.1661, 0.7117, -3.3623], [0.4115, -0.3630, -2.0585], [0.2884, 1.8364, 0.5325], [1.2474, 0.4697, -0.0234], [-1.2079, 0.2523, 1.3288], [-0.5905, -0.9471, 0.2385], [2.5092, -3.6182, -2.6783], [1.1286, -3.1453, -2.8397], [0.0615, -2.7750, -2.9675], [3.1848, -2.7691, -2.6012], [2.5883, -4.2196, -1.7737], [2.7971, -4.2221, -3.5327], [4.0451, 3.0316, -0.1590], [3.6843, 1.8271, -0.9135], [3.3973, 0.8966, -1.4958], [3.2390, 3.7611, -0.2234], [4.2133, 2.7744, 0.8859], [4.9532, 3.4674, -0.5709], [-5.5753, -2.0976, 0.8937], [-5.0040, -1.0135, 1.6975], [-4.5601, -0.1746, 2.3190], [-6.5454, -1.7951, 0.5044], [-4.9120, -2.3237, 0.0599], [-5.6976, -2.9877, 1.5085], [-3.6850, -0.9436, -5.9257], [-3.8443, -1.2225, -4.4943], [-3.9679, -1.4343, -3.3861], [-4.4139, -0.1989, -6.2398], [-2.6825, -0.5652, -6.1183], [-3.8376, -1.8563, -6.4982], [3.6571, -5.3788, -6.6918], [4.1655, -4.7626, -5.4613], [4.5555, -4.2844, -4.5070], [3.5358, -6.4502, -6.5445], [2.6943, -4.9428, -6.9521], [4.3584, -5.2075, -7.5060], [2.5509, 1.5397, 7.0445], [3.1725, 2.8664, 7.1305], [3.6539, 3.8930, 7.1948], [3.2953, 0.7690, 7.2364], [1.7547, 1.4564, 7.7826], [2.1328, 1.3902, 6.0515]],
  "forces_ev_per_angstrom": [[2.9, -2.6, -2.3], [-2.2, 1.5, 2.0], [-0.3, 0.5, -0.3], [-1.4, -0.4, -0.8], [0.0, 0.2, 0.5], [0.8, 0.8, 0.5], [-0.4, -0.3, 0.0], [0.1, 0.5, 0.2], [0.2, -0.4, 0.1], [-1.3, -0.8, 0.0], [0.3, 0.4, -0.2], [0.1, 2.4, 0.6], [1.1, -1.2, -0.3], [-0.6, -1.0, 0.6], [-0.2, -0.3, -0.2], [-0.6, 1.2, 1.0], [1.5, -1.3, -0.6], [-0.1, 0.6, 0.4], [0.0, 0.1, 0.2], [0.3, 0.0, 0.0], [-0.1, -0.2, 0.0], [0.0, -0.2, -0.3], [-0.1, -0.2, 0.1], [0.2, -0.1, 0.0], [0.1, 0.1, -0.3], [0.0, -0.3, -0.1], [-0.1, 0.2, -0.1], [-0.1, 0.4, 0.5], [0.2, 0.4, 0.3], [0.1, 0.1, -0.4], [0.2, 0.0, -0.2], [-0.2, -0.2, -0.3], [-0.2, 0.2, -0.3], [-0.3, 0.1, 0.0], [-0.6, 0.1, 0.2], [1.7, -0.6, 0.3], [-1.4, 0.4, -0.2], [0.0, 0.0, -0.1], [0.0, 0.0, 0.0], [-0.2, 0.2, 0.3], [-0.1, -0.2, -0.1], [0.5, 1.5, 1.0], [-0.4, -1.4, -0.8], [0.0, 0.0, 0.0], [0.0, 0.0, 0.0], [0.0, 0.0, 0.0], [0.1, 0.2, 0.1], [-0.7, -1.4, -1.1], [0.8, 1.2, 1.0], [0.0, 0.0, 0.0], [0.0, 0.1, 0.0], [0.0, 0.0, 0.0], [0.0, 0.0, 0.3], [0.1, 0.3, -1.8], [-0.4, -0.5, 1.4], [0.0, 0.0, 0.0], [0.0, 0.0, 0.0], [0.0, 0.0, 0.0], [0.1, 0.1, 0.2], [-0.4, -0.8, -1.6], [1.0, 0.5, 0.8], [0.0, 0.0, 0.0], [0.0, 0.0, 0.0], [0.0, 0.0, 0.0], [0.1, 0.3, 0.0], [-0.8, -1.7, -0.1], [0.6, 1.4, 0.1], [0.0, 0.0, 0.0], [0.0, 0.0, 0.0], [0.1, 0.0, 0.1]],
  "charge": 0,
  "energy_ev": -63667.950,
  "e_homo_ev": -7.541,
  "gap_ha": 0.2865
}